(1)
63
Properties=species:S:1:pos:R:3 method="wB97M-V/def2-TZVPD" smiles="Cc1ccc(OCC(=O)Nc2ccc3c(c2)nc(CCN2CCC(C)CC2)n3C)cc1" e_tot_ha=-1341.38731 homo_lumo_gap_ev=8.522 relative_energy_kj_mol=96.8 spin_multiplicity=1
C 5.62 2.03 1.33
H 6.49 -1.73 0.52
C -2.75 -2.30 -1.88
H -6.59 -1.38 -0.81
N 3.25 -1.39 0.70
H -8.42 3.09 -1.51
H -3.73 1.06 0.27
C 5.69 3.14 0.53
C 1.01 -0.59 0.69
H -8.45 1.60 0.48
H 5.83 3.99 -2.77
H 5.61 2.11 2.41
C 5.67 1.76 -1.41
H -7.95 3.98 -0.06
N -6.00 -0.49 0.97
C 4.37 -2.07 0.36
H 6.69 4.83 -1.48
C -0.29 -0.69 0.21
H -5.49 2.29 0.67
H 3.38 -0.67 1.40
H -2.18 -2.49 -2.79
H 5.70 -2.25 2.03
H 2.35 -3.17 -1.06
C 5.60 -1.60 1.15
C 5.58 0.76 0.77
C 5.72 3.03 -0.86
H -6.17 1.00 -1.44
O 5.50 -0.29 1.65
C -2.37 -0.44 -0.21
C -4.63 -0.86 0.74
H -5.48 0.70 2.58
H -3.67 -1.78 -2.15
H 0.04 -3.36 -1.91
C -6.44 1.98 1.11
C 1.94 -1.50 0.21
H -7.87 0.58 -1.69
N -1.40 0.06 0.51
C 5.60 0.62 -0.61
C 0.30 -2.59 -1.20
H -4.19 0.11 -1.16
C -7.10 0.73 -0.93
H 5.73 4.12 0.98
H -4.14 -0.92 1.72
C -6.27 0.63 1.83
C 5.80 4.25 -1.72
H -7.21 0.41 2.36
C -0.64 -1.69 -0.73
N -1.97 -1.50 -0.98
C -3.76 0.06 -0.16
H 5.55 -0.34 -1.09
C -7.66 3.18 -0.74
C -6.92 -0.58 -0.15
C 1.59 -2.49 -0.72
H -6.72 3.47 -1.21
O 4.45 -2.97 -0.46
H -7.90 -0.86 0.27
C -7.49 1.86 0.01
H -4.63 -1.87 0.31
H -3.01 -3.26 -1.43
H 4.93 4.89 -1.54
H 1.28 0.17 1.40
H 5.69 1.64 -2.48
H -6.73 2.74 1.84



(2)
61
Properties=species:S:1:pos:R:3 method="wB97M-V/def2-TZVPD" smiles="O=C1c2c(O)ccc(O)c2C(=O)c2c([NH2+]CCNCCO)ccc(NCCNCCO)c21" e_tot_ha=-1526.02610 homo_lumo_gap_ev=6.280 relative_energy_kj_mol=0.0 charge=+1 spin_multiplicity=1
N 0.38 2.06 -3.49
H 2.18 3.03 -3.22
C -0.82 0.03 -0.84
C 0.35 -0.49 -1.38
O -0.74 -3.10 2.77
C -2.67 -0.01 0.81
C -5.16 -0.90 3.46
H -1.41 3.15 -3.39
C 1.12 3.30 -3.28
C 3.57 -2.22 1.36
H -2.23 1.44 -0.88
C -1.40 -0.54 0.29
N 3.26 -0.96 0.71
H 4.83 0.39 1.24
H 0.80 -3.32 1.98
C 0.70 3.97 -1.96
H -4.99 -2.45 4.92
H -6.13 -0.55 3.78
N 1.23 -2.99 1.11
C -1.33 -2.20 2.13
C -1.05 2.17 -3.72
C -3.26 -2.37 3.67
O 2.91 1.86 -0.01
C -2.64 -1.74 2.58
H -4.68 1.17 1.11
H 1.00 4.03 -4.09
H 1.91 -1.91 -1.19
H 4.58 -2.52 1.09
O -3.21 1.00 0.27
C -3.29 -0.66 1.92
C 3.86 1.00 -0.60
C -0.74 -1.60 0.95
H 5.12 -0.68 -0.16
C -1.75 1.08 -2.91
H 2.56 -0.44 1.23
H -2.83 1.16 -3.02
H 4.72 1.57 -0.97
C 2.61 -3.32 0.86
C -4.55 -0.23 2.38
H -1.82 -3.56 3.95
N -1.38 1.21 -1.48
O -2.71 -3.37 4.34
O -5.22 0.78 1.84
H 1.45 4.71 -1.68
C 4.36 -0.09 0.36
H -0.26 4.48 -2.06
H 3.31 2.29 0.76
H -1.44 0.10 -3.27
H 3.51 -2.16 2.46
H -1.32 2.06 -4.78
H 0.82 1.53 -4.23
H -0.65 1.97 -1.38
O 0.52 3.03 -0.92
H 2.82 -4.25 1.40
C 0.52 -2.07 0.45
H 0.76 -0.04 -2.28
C -4.54 -1.93 4.09
H 3.35 0.53 -1.44
C 1.00 -1.52 -0.77
H 1.37 2.60 -0.71
H 2.77 -3.49 -0.20



(3)
12
Properties=species:S:1:pos:R:3 method="wB97M-V/def2-TZVPD" e_tot_ha=-534.75866 homo_lumo_gap_ev="5.061 / 7.283" relative_energy_kj_mol=55.0 charge=+1 spin_multiplicity=5
O 0.81 -1.32 -1.02
H -1.12 -1.35 -1.85
C -1.00 0.14 -0.37
C 1.08 2.03 2.02
H -1.00 -1.98 -0.19
H 1.07 -2.14 -1.45
O -0.05 0.96 -0.34
O 0.14 2.35 2.62
Li 1.72 0.21 -0.35
O 1.96 1.44 1.51
C -0.60 -1.21 -0.88
Rh -3.01 0.87 0.31



(4)
46
Properties=species:S:1:pos:R:3 method="wB97M-V/def2-TZVPD" e_tot_ha=-2725.30964 homo_lumo_gap_ev="7.357 / 6.094" relative_energy_kj_mol=101.2 charge=+2 spin_multiplicity=6
H 2.12 1.19 -0.41
C 0.68 4.70 -1.16
C -1.13 1.57 4.60
N 3.03 -2.80 -1.69
C 0.03 2.54 2.73
C 1.70 2.16 -0.67
C -3.85 -2.52 -2.48
C -0.58 1.59 1.85
N -0.30 1.56 0.56
H -5.35 -3.22 -1.10
C -0.24 2.52 4.07
C -2.70 -1.75 -2.62
H -1.34 1.57 5.66
N -2.18 -1.09 -1.59
H -2.20 -1.66 -3.57
C 1.91 4.33 -1.69
C -1.76 0.64 3.77
C -2.78 -1.20 -0.40
C 2.31 -2.84 -0.58
C -4.45 -2.62 -1.23
H 3.35 -4.39 0.25
C 4.17 -3.67 -1.97
C -1.51 0.62 2.42
H 4.58 -3.40 -2.94
C 2.42 3.06 -1.44
C 0.47 2.54 -0.14
Fe -0.40 0.01 -0.79
H 3.85 -4.72 -2.01
H 0.29 5.69 -1.35
H 2.48 5.03 -2.29
H 0.24 3.23 4.73
H -1.01 4.09 0.03
N -2.26 -0.33 1.70
H 0.73 3.26 2.31
H 2.04 -3.76 1.20
S 0.99 -1.77 -0.31
H -4.32 -1.99 0.85
H -4.27 -3.01 -3.34
C -0.04 3.81 -0.38
H 2.76 -2.11 -2.37
C -3.90 -1.95 -0.15
N -2.07 -0.35 0.48
H 4.95 -3.54 -1.22
H -2.46 -0.08 4.17
N 2.60 -3.73 0.36
H 3.39 2.77 -1.84



(5)
18
Properties=species:S:1:pos:R:3 method="wB97M-V/def2-TZVPD" e_tot_ha=-1150.53244 homo_lumo_gap_ev="7.436 / 6.888" relative_energy_kj_mol=170.5 spin_multiplicity=1
O 2.14 1.43 0.01
H 3.06 -0.71 -1.11
H 1.78 -2.59 -0.55
C -0.04 -1.24 -0.46
H -2.38 -0.25 -0.06
H -2.66 1.09 1.22
O -1.00 -1.92 -0.43
C 1.59 0.43 -0.29
H -2.18 -0.53 1.76
I 0.06 1.65 2.65
C -2.06 0.18 1.01
N 0.27 -0.03 0.17
N 2.08 -0.57 -0.98
C 1.26 -1.71 -1.03
C -0.68 0.64 0.88
S -1.43 2.60 -0.82
H 1.06 -1.96 -2.11
H -0.88 3.48 0.13



(6)
95
Properties=species:S:1:pos:R:3 method="wB97M-V/def2-TZVPD" e_tot_ha=-5423.08214 homo_lumo_gap_ev="7.605 / 2.958" charge=+3 spin_multiplicity=2
H 0.11 4.50 0.15
H 2.47 2.57 -0.26
H 2.08 0.27 4.26
H 1.47 2.14 -2.56
H -1.10 3.74 -0.91
C 0.17 -4.39 -2.87
C -3.95 -0.56 0.22
C 0.46 -2.02 -3.24
H -0.70 1.40 -1.76
H 1.38 -3.21 3.35
H -4.19 -0.88 -2.80
H 4.45 -0.11 -2.02
C -1.08 3.90 2.53
C -2.50 1.42 -4.62
H -3.47 -2.15 1.61
H 2.91 -0.56 2.92
N -2.10 -2.27 -0.87
H 1.77 -6.67 0.97
C -1.51 -4.61 0.96
H -2.42 -4.03 0.98
P -0.49 -2.70 -0.76
H -4.68 1.10 -0.96
O -0.44 2.01 1.12
H -5.71 -2.16 2.64
V 0.15 -0.44 0.16
C 1.01 -3.58 -4.97
H 0.07 -1.65 5.12
H 2.54 -1.41 4.43
C 0.85 -6.10 0.96
O 1.32 0.17 -0.74
C 2.24 1.37 -2.69
C 0.09 -3.08 -2.40
C 0.91 -2.27 -4.52
C 3.53 -0.45 -1.55
C -3.45 0.47 -4.29
P -2.34 -0.63 -0.54
C -0.41 -4.19 0.21
H -2.88 2.29 0.08
H -2.52 1.90 -5.59
H -1.32 3.22 3.36
C 0.83 -1.15 3.17
H 1.20 -1.45 -5.17
H 4.10 2.13 -0.78
H -6.90 1.10 0.11
C -5.48 -1.46 1.84
C -3.42 -0.16 -3.06
C -4.23 -1.45 1.26
C 3.16 1.74 -0.40
H -7.42 -0.55 1.88
C -3.06 -3.12 -1.59
C -6.44 -0.54 1.42
C -1.51 1.77 -3.71
C -1.31 3.23 1.18
H -3.42 3.60 1.13
H -0.20 -7.46 2.24
C 2.60 0.73 -1.38
C -0.25 -6.53 1.68
H -1.71 4.78 2.63
H -0.13 -5.22 -2.24
H 1.38 -3.78 -5.97
H -0.45 -0.07 4.54
H 0.00 -2.93 2.30
H -4.23 0.21 -5.00
H -0.78 2.53 -3.96
H -1.55 5.08 0.13
C -4.90 0.39 -0.17
H 3.37 1.27 0.57
C -2.42 0.18 -2.14
H 3.79 -0.89 -0.59
H 3.13 1.84 -3.09
C -0.94 4.19 0.07
H -2.89 -4.17 -1.34
C 2.16 -0.67 3.72
C -1.43 -5.79 1.68
C -1.47 1.14 -2.47
H -1.18 -1.54 3.87
H -2.98 2.03 1.83
C 0.78 -4.92 0.23
H -2.94 -3.01 -2.67
C -6.15 0.38 0.43
H 0.37 -1.00 -2.89
H -0.04 4.24 2.64
C -0.25 -1.10 4.23
H 1.64 -2.54 1.74
C 0.63 -4.64 -4.16
O 0.37 -0.22 2.05
C -2.74 2.75 1.05
C 0.96 -2.54 2.60
Ge 0.76 1.74 2.38
H 1.64 -4.59 -0.34
H 3.08 -1.21 -2.18
H -4.07 -2.86 -1.30
H 0.68 -5.65 -4.52
H 1.88 0.64 -3.41
H -2.28 -6.14 2.25



(7)
23
Properties=species:S:1:pos:R:3 method="wB97M-V/def2-TZVPD" e_tot_ha=-1067.01906 homo_lumo_gap_ev=9.571 relative_energy_kj_mol=87.9 charge=+1 spin_multiplicity=1
H 1.48 1.83 -2.80
H 0.35 -3.72 1.77
C -0.37 -1.79 1.69
H 1.45 2.44 -1.03
H 0.64 -1.35 1.76
H 2.85 0.51 -0.88
N -1.04 0.49 1.01
H 1.20 0.06 -0.34
H 1.85 -0.52 -1.91
H -1.03 0.62 2.01
H -0.26 -3.31 0.32
S -1.22 3.46 -1.08
H -1.71 1.03 0.52
H -0.12 0.82 0.70
C 1.83 0.36 -1.21
H -2.27 -1.26 0.77
H -0.90 -1.70 2.67
H -0.83 4.19 -2.13
S -0.66 1.53 -1.68
C -1.19 -1.01 0.66
N -0.40 -3.21 1.31
C 1.21 1.63 -1.76
H -0.85 -1.08 -0.37



(8)
72
Properties=species:S:1:pos:R:3 method="wB97M-V/def2-TZVPD" e_tot_ha=-5393.94904 homo_lumo_gap_ev="7.792 / 7.791" relative_energy_kj_mol=64.4 spin_multiplicity=1
C -0.95 2.16 -1.24
C -0.82 3.39 -1.86
H -3.47 3.16 -1.12
H 2.04 5.57 3.20
H -1.27 -3.74 1.21
F 4.49 6.43 3.11
C 1.56 3.03 -1.96
C 2.48 -0.98 0.74
Cl 3.72 -1.00 -3.98
H -3.97 -0.51 -0.44
N -1.98 0.26 -0.44
Cl 1.85 -2.60 -2.08
H 0.38 4.12 3.68
C -2.19 1.46 -0.83
N 0.15 -0.68 1.63
C 3.79 1.34 -0.53
H 0.57 4.76 -2.75
C -2.45 -2.08 -0.52
C -0.61 -2.91 0.96
H 0.40 -3.31 0.81
C -2.97 -0.71 -0.04
C 3.28 2.58 4.00
H 2.50 -2.02 0.43
N -1.00 -2.24 -0.28
Cl -0.52 1.93 -5.60
C -0.61 0.07 -3.61
Cl 2.54 1.32 -5.71
C 0.99 3.22 3.58
H -3.03 -2.88 -0.04
H -2.60 -2.14 -1.60
H 4.05 2.12 -1.23
H 1.76 -1.55 2.70
N 1.85 -0.18 -0.28
H -1.69 4.01 -2.07
C 2.81 4.85 3.45
H 0.68 2.51 4.33
H -1.63 -1.55 2.29
O -0.34 2.02 2.02
H 1.87 0.18 2.46
H -4.06 1.98 0.06
C -3.54 2.10 -0.90
C 1.53 0.45 -4.63
H -3.03 -0.69 1.05
O 6.34 4.42 3.74
H 3.89 1.75 0.48
C 4.10 5.19 3.43
H -0.20 -2.28 2.99
H 3.50 -0.67 0.98
N 4.61 2.97 4.02
Cl -2.33 0.38 -3.64
O 2.96 1.42 4.18
C 2.37 0.90 -0.72
H -0.23 0.20 1.98
H -0.58 -2.64 -1.11
C 0.76 2.62 2.17
C 5.15 4.22 3.73
C -0.61 -1.86 2.07
O 1.66 2.81 1.33
H 5.27 2.23 4.20
H 2.55 3.37 -2.23
N 2.38 3.59 3.80
Fe -0.17 -0.36 -0.41
C 2.05 -0.57 -3.85
C 1.36 1.83 -1.30
H 4.48 0.50 -0.66
C 0.45 3.81 -2.24
C -0.11 -0.84 -2.68
C 1.21 -1.21 -2.94
H -4.14 1.63 -1.68
C 1.59 -0.75 1.98
C 0.17 0.74 -4.55
N 0.14 1.42 -1.00